C15H21AlB2BeCl3F9KNNaO4 as an isolated structure in a non-equilibrium geometry, computed with wB97M-V/def2-TZVPD.

Calculated values
- HOMO energy (eV) = -10.73
- frontier orbital gap (eV) = 1.83
- DFT total energy (eV) = -116685.0177
- strongest force on any atom (eV/A) = 11.66

Geometry as ORCA input:
```
! RIJCOSX wB97M-V def2-TZVPD def2/J DEFGRID3
* xyz 1 1
C 1.408 0.068 -2.014
C 0.321 1.071 -1.695
C 0.529 2.269 -1.011
C -0.481 3.179 -0.702
C -1.882 2.834 -1.167
C -2.031 1.642 -1.874
C -3.455 1.300 -2.335
B -4.265 0.868 -0.988
N -3.547 0.001 -0.072
C -0.965 0.775 -2.138
H 1.295 -0.893 -1.464
H 1.282 -0.188 -3.115
H 2.401 0.518 -1.860
H 1.538 2.532 -0.669
H -0.330 4.128 -0.177
H -2.801 3.502 -0.980
H -3.853 2.224 -2.787
H -3.468 0.484 -3.078
H -5.363 1.254 -0.742
H -2.934 0.508 0.562
H -3.004 -0.680 -0.604
H -1.236 -0.169 -2.725
O 2.456 -1.851 -4.778
H 3.078 -2.526 -4.464
H 1.813 -2.355 -5.274
O -2.096 4.105 2.043
H -3.022 3.897 2.278
H -2.030 3.890 1.097
C 5.563 1.041 -1.681
Cl 4.565 2.504 -1.594
Cl 4.650 -0.278 -2.427
Cl 7.046 1.352 -2.570
H 5.823 0.744 -0.671
Na 0.316 -1.721 -6.509
F -6.662 -2.318 -0.060
Al -5.598 -3.659 -0.259
F -6.206 -4.703 -1.474
F -5.436 -4.495 1.217
F -4.027 -3.044 -0.762
C 1.007 1.129 2.360
C 0.405 1.383 3.517
C 0.751 0.624 4.750
O 0.198 0.860 5.799
C 1.792 -0.428 4.624
C 2.388 -0.676 3.454
C 2.038 0.082 2.245
O 2.576 -0.131 1.165
H 0.770 1.670 1.453
H -0.357 2.149 3.616
H 2.039 -0.978 5.523
H 3.148 -1.442 3.346
F 1.487 -2.565 -2.443
Be -0.236 -1.306 -2.722
B 3.204 -4.392 4.073
F 3.677 -3.160 4.603
F 1.830 -4.253 3.760
F 3.928 -4.695 2.898
F 3.380 -5.409 5.019
K -3.414 3.729 0.484
*
```

Here are the Mulliken charges for atoms 1 to 5, given in e: -0.2615 0.6841 -1.0120 -0.2488 -1.4913